# C5H12NOS

A cluster of 2 separate species, C5H12NOS in total (ωB97M-V/def2-TZVPD, OMol25).

Each line ends with the natural charge from an NBO analysis.
Element x y z (Å)
C -2.01 0.43 2.93  -0.624
C -1.07 -0.72 3.29  -0.408
C 0.40 -0.48 2.95  -0.519
S 0.66 -0.16 1.18  -0.738
H -1.80 1.34 3.57  0.177
H -3.05 0.17 2.97  0.185
H -1.76 0.78 1.91  0.243
H -1.20 -0.95 4.37  0.166
H -1.37 -1.64 2.75  0.191
H 0.98 -1.35 3.34  0.174
H 0.85 0.42 3.44  0.179
O 0.04 1.30 -4.46  -0.556
C 0.73 0.76 -3.64  0.456
C 0.22 0.32 -2.26  -0.341
N 0.63 -1.07 -2.03  -0.857
H 1.84 0.54 -3.71  0.092
H 0.75 0.92 -1.48  0.246
H -0.85 0.63 -2.24  0.178
H 0.62 -1.25 -1.02  0.417
H -0.05 -1.71 -2.46  0.338

Values from the calculation:
- net charge = -1
- lowest unoccupied orbital energy (eV) = 3.679
- orbital gap (eV) = 6.5
- energy relative to the best compared isomer or geometry (same formula, charge and spin) (kcal per mole) = 30.79
- HOMO level (eV) = -2.792


# C42H66BrIN5O3PTi

A structure of composition C42H66BrIN5O3PTi (ωB97M-V/def2-TZVPD, OMol25).

Each line ends with the Mulliken charge.
Element x y z (Å)
Ti 0.27 0.18 0.38  1.100
C -0.33 -0.39 4.35  -0.973
C -0.69 -1.73 3.74  -0.754
N -0.85 -1.63 2.28  -0.592
C -1.43 -2.85 1.70  -0.992
C -1.48 -2.74 0.18  -0.798
N -1.83 -1.37 -0.23  -0.258
C -3.28 -1.15 -0.08  -0.735
C -3.62 0.32 -0.22  -0.238
C -3.10 1.14 0.94  -1.126
N -1.63 1.43 0.94  1.908
C -1.38 2.20 2.19  -1.529
C 0.07 2.28 2.57  0.904
N 0.76 0.97 2.47  0.190
C 0.92 0.26 3.77  -0.522
H -0.15 -0.54 5.41  0.556
H -1.18 0.30 4.30  0.182
H -1.61 -2.11 4.20  0.617
H 0.09 -2.46 3.94  0.316
H -1.51 -0.88 2.09  -0.511
H -2.42 -3.04 2.13  0.530
H -0.80 -3.71 1.97  0.539
H -2.19 -3.47 -0.22  0.631
H -0.51 -2.98 -0.24  0.116
H -1.62 -1.29 -1.22  0.046
H -3.58 -1.49 0.92  0.299
H -3.84 -1.75 -0.80  0.429
H -4.71 0.43 -0.23  0.516
H -3.27 0.71 -1.17  -0.624
H -3.33 0.62 1.88  0.458
H -3.62 2.10 0.98  0.760
H -1.49 2.07 0.15  -1.064
H -1.95 1.71 2.98  0.572
H -1.79 3.21 2.11  0.590
H 0.17 2.68 3.59  0.515
H 0.58 2.96 1.90  -1.085
H 1.71 1.19 2.18  -0.173
H 1.32 0.98 4.49  0.783
H 1.69 -0.50 3.62  -0.074
O 1.69 -1.24 1.15  2.077
C 2.22 -2.25 0.23  2.787
C 1.52 -1.97 -1.12  -1.026
O 1.73 -2.56 -2.13  -0.607
O 0.64 -0.97 -1.03  -0.076
C 1.90 -3.64 0.80  -0.362
C 2.10 -3.85 2.17  0.027
C 1.83 -5.09 2.73  -1.030
C 1.39 -6.13 1.93  -0.644
C 1.23 -5.94 0.57  -1.042
C 1.49 -4.70 0.00  -0.163
C 3.74 -2.11 0.17  0.618
C 4.44 -1.59 1.25  0.421
C 5.82 -1.52 1.23  -0.945
C 6.53 -1.99 0.13  -0.686
C 5.83 -2.53 -0.95  -1.083
C 4.45 -2.60 -0.93  -0.320
H 1.01 -1.66 1.74  -0.766
H 2.49 -3.06 2.79  0.526
H 2.00 -5.24 3.79  0.482
H 1.19 -7.10 2.37  0.446
H 0.91 -6.75 -0.06  0.495
H 1.37 -4.56 -1.07  0.578
H 3.91 -1.22 2.12  0.027
H 6.36 -1.12 2.08  0.503
H 7.61 -1.95 0.11  0.437
H 6.37 -2.92 -1.80  0.481
H 3.92 -3.03 -1.77  0.571
Br -2.94 3.50 -1.92  -0.023
C -3.13 3.42 -3.81  0.841
C -3.63 4.56 -4.42  -0.737
C -3.82 4.59 -5.79  -0.572
C -3.51 3.47 -6.55  -0.668
C -3.01 2.33 -5.94  -0.631
C -2.81 2.30 -4.56  0.079
I -2.02 0.53 -3.78  0.314
H -3.88 5.42 -3.81  0.409
H -4.22 5.48 -6.26  0.404
H -3.66 3.48 -7.62  0.399
H -2.77 1.46 -6.54  0.406
C 1.51 1.25 -3.33  -1.629
C 1.72 2.68 -2.80  2.427
C 2.79 3.34 -3.68  -1.672
C 0.40 3.43 -2.97  -1.777
P 2.15 2.65 -0.98  -1.498
N 1.13 1.58 -0.23  0.297
C 1.86 4.33 -0.20  2.290
C 2.52 4.43 1.18  -1.959
C 0.33 4.55 -0.04  -1.716
C 2.43 5.50 -1.03  -1.730
C 3.89 2.06 -0.71  2.448
C 4.07 1.57 0.73  -1.481
C 4.95 3.12 -1.01  -1.871
C 4.15 0.85 -1.62  -1.605
H 0.99 1.33 -4.28  0.719
H 0.89 0.64 -2.67  -0.342
H 2.44 0.73 -3.51  0.276
H 2.40 3.35 -4.70  0.501
H 3.72 2.77 -3.70  0.377
H 3.02 4.37 -3.42  0.290
H 0.08 3.32 -4.01  0.796
H 0.48 4.50 -2.77  0.181
H -0.40 3.02 -2.35  -0.319
H 2.30 3.60 1.85  0.158
H 2.15 5.34 1.66  0.629
H 3.60 4.53 1.12  0.412
H -0.25 3.63 -0.08  0.251
H -0.06 5.21 -0.81  0.512
H 0.13 5.02 0.93  0.433
H 3.49 5.38 -1.24  0.314
H 2.32 6.41 -0.44  0.495
H 1.90 5.65 -1.96  0.438
H 3.96 2.36 1.48  0.257
H 5.08 1.18 0.82  0.755
H 3.40 0.74 0.96  -0.343
H 4.99 3.91 -0.26  0.333
H 4.84 3.57 -1.99  0.321
H 5.92 2.62 -1.00  0.539
H 3.33 0.13 -1.61  0.117
H 5.04 0.34 -1.26  0.537
H 4.33 1.15 -2.65  0.384

Values from the calculation:
- net charge = +2
- lowest unoccupied orbital energy (eV) = -5.246
- orbital gap (eV) = 8.0
- energy relative to the best compared isomer or geometry (same formula, charge and spin) (kcal per mole) = 23.95
- HOMO level (eV) = -13.234


# CH2F2O2

The molecule CH2F2O2 (ωB97M-V/def2-TZVPD, OMol25).

Each line ends with the natural charge from an NBO analysis.
Element x y z (Å)
O 0.90 0.64 -0.21  -0.704
C -0.13 -0.19 -0.20  1.092
O -0.25 -0.76 1.07  -0.729
F -1.21 0.52 -0.61  -0.346
F 0.01 -1.22 -1.00  -0.311
H 0.95 1.14 -0.97  0.488
H -0.28 -0.13 1.92  0.510

Values from the calculation:
- lowest unoccupied orbital energy (eV) = 0.585
- orbital gap (eV) = 12.9
- energy relative to the best compared isomer or geometry (same formula, charge and spin) (kcal per mole) = 15.69
- HOMO level (eV) = -12.307
- SMILES = OC(O)(F)F


# C2H3NO3

The molecule C2H3NO3 (ωB97M-V/def2-TZVPD, OMol25).

Each line ends with the natural charge from an NBO analysis.
Element x y z (Å)
O 2.11 -0.42 0.26  -0.508
C 1.03 0.02 -0.13  0.677
O 0.67 1.32 -0.09  -0.650
C -0.08 -0.80 -0.18  -0.095
N -1.39 -0.88 0.02  -0.044
O -1.90 0.47 0.09  -0.624
H -0.35 1.36 -0.34  0.512
H 0.28 -1.87 -0.55  0.222
H -2.93 0.32 0.53  0.511

Values from the calculation:
- lowest unoccupied orbital energy (eV) = -0.664
- orbital gap (eV) = 10.1
- energy relative to the best compared isomer or geometry (same formula, charge and spin) (kcal per mole) = 103.35
- HOMO level (eV) = -10.764
- SMILES = O=C(O)/C=N\O


# C14H15NO3V

A structure of composition C14H15NO3V (ωB97M-V/def2-TZVPD, OMol25).

Each line ends with the Löwdin spin population.
Element x y z (Å)
C -0.57 -2.02 -0.01  -0.007
C -1.74 -1.20 -0.11  -0.008
C -1.88 -0.46 1.10  0.004
C -0.78 -0.79 1.95  0.009
C 0.03 -1.76 1.28  -0.002
V 0.14 0.07 -0.07  1.042
N 1.68 -0.48 -0.63  -0.083
C 0.91 0.03 -2.07  0.002
C -0.52 0.48 -1.92  -0.021
H -2.73 0.16 1.38  0.001
H -2.43 -1.18 -0.95  0.000
H -0.69 -0.53 3.00  0.001
H 0.88 -2.28 1.71  0.001
H -0.23 -2.76 -0.73  0.001
H -1.23 -0.18 -2.42  0.001
H 1.56 0.84 -2.46  0.001
H 2.67 -0.70 -0.71  -0.004
H -0.66 1.53 -2.18  0.008
H 1.00 -0.85 -2.72  -0.002
O 1.19 2.40 3.81  0.001
C 1.55 3.51 3.14  0.000
C 2.05 4.58 3.89  0.000
C 2.47 5.74 3.24  0.000
C 2.39 5.85 1.84  0.000
C 1.88 4.79 1.09  0.001
C 1.44 3.62 1.72  0.001
C 0.94 2.49 0.90  0.008
O 0.94 2.57 -0.36  0.017
O 0.54 1.43 1.54  0.028
H 0.86 1.76 3.11  0.000
H 2.12 4.47 4.97  0.000
H 2.86 6.57 3.83  0.000
H 2.72 6.75 1.34  0.000
H 1.81 4.83 0.01  0.000

Values from the calculation:
- lowest unoccupied orbital energy (spin up / spin down) (eV) = -0.010 / 0.316
- orbital gap (spin up / spin down) (eV) = 8.1 / 8.4
- 2S+1 = 2
- HOMO level (spin up / spin down) (eV) = -8.074 / -8.120
- ⟨S²⟩ = 0.77


# C4H12N2O

A structure of composition C4H12N2O (ωB97M-V/def2-TZVPD, OMol25).

Each line ends with the natural charge from an NBO analysis.
Element x y z (Å)
C 0.50 0.88 2.02  -0.185
C 0.85 -0.18 1.02  -0.025
C 0.15 -0.51 -1.33  -0.102
C -0.67 0.12 -2.30  -0.076
H 2.27 0.62 2.91  0.344
H 0.82 -0.39 3.67  0.360
H -0.79 0.61 2.24  0.187
H 0.90 1.68 1.78  0.175
H 0.48 -1.44 1.11  0.128
H 1.77 -0.23 0.89  0.133
H 1.12 -0.62 -1.48  0.181
H -0.35 -1.24 -0.94  0.180
H -0.50 -0.66 -3.39  0.103
H -0.41 0.92 -2.45  0.131
H -2.75 0.53 -2.75  0.361
H -2.44 -1.12 -2.10  0.331
N 1.25 0.61 3.31  -0.840
N -2.19 0.10 -2.08  -0.821
O 0.00 0.31 -0.13  -0.565

Values from the calculation:
- lowest unoccupied orbital energy (eV) = 0.909
- orbital gap (eV) = 9.9
- energy relative to the best compared isomer or geometry (same formula, charge and spin) (kcal per mole) = 223.10
- HOMO level (eV) = -8.986


> What is the formula in the third record?

CH2F2O2


Repeat the sixth record exactly.
# C4H12N2O

A structure of composition C4H12N2O (ωB97M-V/def2-TZVPD, OMol25).

Each line ends with the natural charge from an NBO analysis.
Element x y z (Å)
C 0.50 0.88 2.02  -0.185
C 0.85 -0.18 1.02  -0.025
C 0.15 -0.51 -1.33  -0.102
C -0.67 0.12 -2.30  -0.076
H 2.27 0.62 2.91  0.344
H 0.82 -0.39 3.67  0.360
H -0.79 0.61 2.24  0.187
H 0.90 1.68 1.78  0.175
H 0.48 -1.44 1.11  0.128
H 1.77 -0.23 0.89  0.133
H 1.12 -0.62 -1.48  0.181
H -0.35 -1.24 -0.94  0.180
H -0.50 -0.66 -3.39  0.103
H -0.41 0.92 -2.45  0.131
H -2.75 0.53 -2.75  0.361
H -2.44 -1.12 -2.10  0.331
N 1.25 0.61 3.31  -0.840
N -2.19 0.10 -2.08  -0.821
O 0.00 0.31 -0.13  -0.565

Values from the calculation:
- lowest unoccupied orbital energy (eV) = 0.909
- orbital gap (eV) = 9.9
- energy relative to the best compared isomer or geometry (same formula, charge and spin) (kcal per mole) = 223.10
- HOMO level (eV) = -8.986